--- one ---
Entry from the OMol25 dataset: C5H13N2O as an isolated structure (the ωB97M-V functional and the def2-TZVPD basis).

```
21
Properties=species:S:1:pos:R:3
C -1.0578 0.5365 0.3643
C -0.2439 -0.6232 0.8231
C 1.1502 -1.0034 0.1863
C 2.2625 -0.0893 0.4194
N 1.2726 1.4507 -1.2945
C 2.3672 1.0236 -0.3783
N -2.4157 0.2846 0.7718
H -0.6731 1.4668 0.7251
H -1.0269 0.6473 -0.7551
H 0.0792 -0.4406 1.8681
H -0.8501 -1.5265 0.6738
H 1.3768 -1.9637 0.7552
H 2.9131 -0.1564 1.2960
H 3.1343 1.8266 -0.3233
H 1.7672 0.4530 -1.3263
H -3.0128 1.0508 1.0606
H -2.8196 -0.5877 -0.0520
H 1.5611 2.0665 -2.0063
H -3.7452 -1.6950 -1.1728
H 0.8662 -1.2430 -0.8849
O -2.9053 -1.4777 -0.7504
```

Properties
Frontier orbital gap (eV): 3.6
HOMO level (eV): -12.577
Net charge: +1

--- two ---
Entry from the OMol25 dataset: an isolated ion of composition C5H13N2O and charge +1 (the ωB97M-V functional and the def2-TZVPD basis).

```
21
Properties=species:S:1:pos:R:3
C -0.4785 -1.6730 -0.2200
O -0.2488 -1.5562 1.1850
C 0.4387 -0.8805 -1.0995
C 0.2334 0.7013 -1.0812
C 0.0428 1.3507 0.2391
C -1.2354 1.4071 0.7004
N -1.5870 1.9090 1.9092
N 1.9077 -1.0406 -0.6311
H -0.3615 -2.7033 -0.5178
H -1.5577 -1.4793 -0.3007
H 0.1972 -0.7411 1.3974
H 0.4687 -1.1304 -2.1681
H -0.6894 0.7075 -1.6924
H 0.9767 1.1421 -1.7531
H 0.8084 2.0614 0.5116
H -2.0347 1.0572 0.0705
H -0.9431 2.3006 2.5725
H -2.5403 1.8392 2.2234
H 2.3904 -0.1467 -0.5619
H 2.4154 -1.7658 -1.1273
H 1.7970 -1.3594 0.3440
```

Properties
Frontier orbital gap (eV): 8.4
HOMO level (eV): -11.741
Net charge: +1

--- three ---
Entry from the OMol25 dataset: a 2-piece molecular cluster, C5H13N2O overall (the ωB97M-V functional and the def2-TZVPD basis).

```
21
Properties=species:S:1:pos:R:3
O -1.0367 0.2465 0.3313
C -0.6623 0.3306 -0.8163
C 0.4903 -0.3353 -1.3917
C 1.3560 -1.2904 -0.7023
C 2.6579 -0.4702 -0.2759
C 2.3476 0.7487 0.6044
N 1.6497 0.3410 1.8145
N -5.4647 0.1557 0.1814
H -1.2810 0.9145 -1.5095
H 0.5210 -0.2078 -2.4712
H 0.9260 -1.6731 0.2202
H 1.7315 -1.9830 -1.4499
H 3.1862 -0.1710 -1.1775
H 3.2870 -1.1195 0.3344
H 3.2890 1.1827 0.9275
H 1.7783 1.5036 0.0205
H 0.6430 0.2740 1.7102
H 1.9056 0.9417 2.5827
H -6.2732 -0.1093 -0.3539
H -5.5983 1.1362 0.4159
H -5.4531 -0.4157 1.0054
```

Properties
Frontier orbital gap (eV): 4.0
HOMO level (eV): -12.287
Net charge: +1

Stability ranking, top entry: two; the second entry is 61.6 kcal/mol less favorable.

--- one ---
Entry from the OMol25 dataset: an isolated ion of composition C5H13N2O and charge +1 (the ωB97M-V functional and the def2-TZVPD basis).

```
21
Properties=species:S:1:pos:R:3
C 0.6554 0.6838 1.7674
O 0.6785 -0.6155 2.3694
C 1.0745 0.5200 0.2902
C 0.0432 0.9666 -0.7446
C -1.0609 0.0204 -1.1687
C -1.4319 -0.0385 -2.4475
N -1.5849 -0.6660 -0.0767
N 1.4234 -0.9213 0.0128
H -0.4038 0.9809 1.8865
H 1.1198 1.3525 2.4934
H 0.2389 -0.9740 3.1416
H 1.9798 1.1337 0.1935
H 0.5981 1.3168 -1.6170
H -0.4094 1.9567 -0.4808
H -2.2847 -0.6913 -2.6782
H -0.8529 0.2272 -3.3042
H -2.3860 -1.2496 -0.2925
H -1.8092 -0.1256 0.7466
H 1.8701 -1.3287 0.8365
H 1.9932 -1.1032 -0.8169
H 0.5489 -1.4448 -0.1107
```

Properties
Frontier orbital gap (eV): 9.4
HOMO level (eV): -12.521
Net charge: +1

--- two ---
Entry from the OMol25 dataset: an isolated ion of composition C5H13N2O and charge +1 (the ωB97M-V functional and the def2-TZVPD basis).

```
21
Properties=species:S:1:pos:R:3
C -1.1542 1.1729 1.0228
C -0.3315 -1.1598 1.1159
C -0.4663 1.5317 -0.3258
C 0.2970 -0.4828 -1.2081
C 1.7173 -0.0654 -0.9074
N -0.0370 -1.5457 -1.9124
N -0.3710 0.1478 1.8356
O -0.6562 0.4794 -1.2305
H -1.1999 2.0141 1.5893
H -1.9789 0.7238 0.6596
H -1.3226 -1.4761 0.8788
H 0.1596 -2.0488 1.6432
H -0.9871 2.4389 -0.8136
H 0.5593 1.6870 -0.0261
H 1.8987 -0.0280 0.1703
H 2.0227 0.6242 -1.6297
H 2.3530 -0.9009 -0.9686
H -0.8477 -1.4857 -2.5190
H 0.7333 -2.1953 -2.1693
H 0.6072 0.4166 2.0437
H -0.9957 0.1522 2.7511
```

Properties
Frontier orbital gap (eV): 8.3
HOMO level (eV): -11.251
Net charge: +1

--- three ---
Entry from the OMol25 dataset: an isolated ion of composition C5H13N2O and charge +1 (the ωB97M-V functional and the def2-TZVPD basis).

```
21
Properties=species:S:1:pos:R:3
C -1.7735 -1.0443 1.6065
C -0.5862 -0.2378 1.1650
C -0.3973 -1.2760 -1.3674
C 1.5744 1.2762 -1.5618
C -0.1944 -0.0729 -0.3828
N -0.1169 0.8901 1.8973
N 1.2224 0.5008 -0.3651
O -0.4056 -1.4684 1.7261
H -2.2160 -0.7390 2.5962
H -2.3678 -1.5219 0.8700
H 0.6208 -1.5629 -1.7707
H -1.0503 -1.0548 -2.2602
H -0.7578 -2.1671 -0.8768
H 0.9064 2.3034 -1.4939
H 2.5423 1.6200 -1.5989
H 1.2472 0.6195 -2.4846
H -0.6926 0.8002 -0.6917
H -0.7439 1.6366 1.8907
H 0.0482 0.6626 2.8128
H 1.9146 -0.2321 -0.2377
H 1.2258 1.0680 0.5273
```

Properties
Frontier orbital gap (eV): 11.3
HOMO level (eV): -14.113
Net charge: +1

Stability ranking, top entry: one; the second entry is 15.1 kcal/mol less favorable.

--- one ---
Entry from the OMol25 dataset: a 2-piece molecular cluster, C3H5Cl overall (the ωB97M-V functional and the def2-TZVPD basis).

```
9
Properties=species:S:1:pos:R:3
C -0.1546 1.5055 0.1003
C -0.3185 0.2406 0.1763
C 0.1116 -1.0986 0.0679
Cl -3.1730 0.1921 -0.1463
H -0.9128 2.2757 0.0724
H 0.7936 1.7480 0.2770
H 0.8682 -1.2716 0.7655
H -0.8636 -1.5221 0.2256
H 0.2711 -1.3796 -0.9278
```

Properties
Frontier orbital gap (spin up / spin down) (eV): 7.4 / 7.4
HOMO level (spin up / spin down) (eV): -8.984 / -8.984

--- two ---
Entry from the OMol25 dataset: a 2-piece molecular cluster, C3H5Cl overall (the ωB97M-V functional and the def2-TZVPD basis).

```
9
Properties=species:S:1:pos:R:3
C -0.0143 -0.6907 0.2590
C -1.6267 1.1619 -0.5000
C 1.3668 -0.3795 0.0368
Cl -3.2317 0.6997 -0.1497
H -0.3160 -1.7726 -0.0904
H -1.4430 1.9990 0.2950
H 1.8156 -0.5919 1.0189
H 1.8271 -0.9962 -0.7210
H 1.6222 0.5703 -0.1485
```

Properties
Frontier orbital gap (spin up / spin down) (eV): 7.5 / 7.7
HOMO level (spin up / spin down) (eV): -8.418 / -8.307

--- three ---
Entry from the OMol25 dataset: a 2-piece molecular cluster, C3H5Cl overall (the ωB97M-V functional and the def2-TZVPD basis).

```
9
Properties=species:S:1:pos:R:3
C 1.1532 -0.8615 -0.1925
C 0.8588 0.5299 0.1946
C 0.5568 -0.1639 -1.1077
Cl -2.6370 0.2697 0.9875
H 1.7390 -1.7648 0.1225
H -3.8802 0.0057 0.9851
H 0.0543 0.6340 0.9005
H 1.7490 1.2047 0.2257
H 0.4061 0.1462 -2.1158
```

Properties
Frontier orbital gap (eV): 10.3
HOMO level (eV): -9.390

--- four ---
Entry from the OMol25 dataset: the molecule C3H5Cl (the ωB97M-V functional and the def2-TZVPD basis).

```
9
Properties=species:S:1:pos:R:3
C -0.2252 0.2116 -0.2621
C -1.2447 -0.4588 0.3846
C 1.2558 0.0569 -0.0599
Cl -2.8932 0.1063 -0.0980
H -0.3473 1.0649 -0.9261
H -1.3699 -1.3890 1.0237
H 1.5309 -0.8645 0.3988
H 1.7707 0.2034 -0.9538
H 1.5230 1.0691 0.4929
```

Properties
Frontier orbital gap (eV): 10.2
HOMO level (eV): -9.180

Stability ranking, top entry: four; the second entry is 38.4 kcal/mol less favorable.

--- one ---
Entry from the OMol25 dataset: a 2-piece molecular cluster, C3H5Cl overall (the ωB97M-V functional and the def2-TZVPD basis).

```
9
Properties=species:S:1:pos:R:3
C -0.7068 0.1110 -0.0109
C -1.7861 -0.1952 -0.5957
C 0.7020 0.4794 0.2106
Cl -3.3902 -0.1728 0.0380
H -0.8983 -0.5371 2.7039
H -2.0540 -0.0021 -1.6452
H 1.1584 -0.3942 0.4620
H 1.1347 0.8436 -0.6877
H 0.9436 1.1283 1.0811
```

Properties
Frontier orbital gap (spin up / spin down) (eV): 8.1 / 9.2
HOMO level (spin up / spin down) (eV): -8.413 / -9.481

--- two ---
Entry from the OMol25 dataset: the molecule C3H5Cl (the ωB97M-V functional and the def2-TZVPD basis).

```
9
Properties=species:S:1:pos:R:3
C 0.2653 -0.6764 0.5862
C 0.3206 0.8045 0.1942
C -0.3903 -0.2227 -0.6601
Cl -2.1360 -0.2109 -0.7314
H 1.2432 -1.2403 0.4854
H -0.2981 -0.8885 1.3729
H -0.3773 1.5858 0.5091
H 1.3470 1.2057 -0.1613
H 0.0255 -0.3574 -1.5951
```

Properties
Frontier orbital gap (eV): 11.2
HOMO level (eV): -10.023

Stability ranking, top entry: two; the second entry is 110.5 kcal/mol less favorable.